ORCA calculation (ωB97M-V with the def2-TZVPD basis set) on CH2N2O2 in the gas phase.

Output
**Multiplicity**: 1
**Relative energy (zero: lowest compared OMol25 entry of this formula, charge and spin)**: 7.206 eV
**Orbital gap (alpha / beta)**: 9.525 / 9.078 eV
**Max |F|**: 3.508 eV/A

Structure (XYZ):
```
7
Properties=species:S:1:pos:R:3:forces:R:3:lowdin_charge:R:1
C 0.527767 -0.269200 0.882405 -2.3717 0.2044 1.0357 -0.30
N -0.727491 -0.224431 -0.922348 0.2551 0.0450 -2.9706 0.09
N -0.042592 1.117859 0.570252 2.2681 -0.2323 2.6660 0.06
O -0.100924 -1.065810 1.511740 1.0466 0.4815 0.3892 0.06
O -0.449784 1.050838 -0.606509 -1.3848 -0.9291 -1.9441 -0.14
H -0.761754 -0.221127 -1.980656 -0.1949 0.2950 1.1778 0.10
H 1.554777 -0.388128 0.545117 0.3816 0.1354 -0.3540 0.12
```
Positions in Å, forces in eV/Å.